(a)
# C48H63MgN4O7S2Si2

C48H63MgN4O7S2Si2 as an isolated structure (ωB97M-V/def2-TZVPD, OMol25).

```
127
C48H63MgN4O7S2Si2 ωB97M-V/def2-TZVPD
Mg -1.134 0.493 0.319
C 0.780 -5.200 5.470
C 0.987 -4.110 4.451
C 0.263 -4.100 3.263
C 0.403 -3.066 2.351
C 1.287 -2.030 2.615
C 2.044 -2.041 3.778
C 1.885 -3.073 4.693
S 1.389 -0.675 1.458
O 2.765 -0.232 1.531
O 0.889 -1.217 0.205
N 0.303 0.378 1.842
C 0.239 1.161 2.993
C 1.261 1.388 3.914
C 1.017 2.211 5.013
C -0.217 2.817 5.190
C -1.261 2.630 4.262
C -2.547 3.232 4.370
C -3.503 2.930 3.383
C -3.183 2.085 2.345
N -1.966 1.509 2.186
C -1.027 1.773 3.155
H 0.445 -6.123 4.997
H 0.020 -4.909 6.200
H 1.700 -5.410 6.018
H -0.441 -4.897 3.053
H -0.179 -3.051 1.440
H 2.759 -1.249 3.955
H 2.471 -3.074 5.606
H 2.244 0.973 3.740
H 1.814 2.394 5.726
H -0.389 3.467 6.044
H -2.763 3.908 5.189
H -4.496 3.366 3.416
H -3.900 1.869 1.559
C -1.885 3.940 -2.638
Si -2.322 3.369 -0.891
C -0.916 3.889 0.239
C -3.833 4.404 -0.395
N -2.549 1.673 -0.744
C -3.390 0.948 -1.507
C -4.366 1.444 -2.404
C -5.188 0.615 -3.153
C -5.098 -0.764 -3.055
C -4.157 -1.307 -2.176
C -3.347 -0.475 -1.443
O -2.410 -0.981 -0.522
C -2.042 -2.319 -0.652
C -2.611 -3.243 0.205
C -2.235 -4.575 0.092
C -1.311 -4.960 -0.871
C -0.748 -4.008 -1.713
C -1.103 -2.672 -1.607
H -1.609 5.000 -2.602
H -2.710 3.832 -3.346
H -1.032 3.370 -3.011
H -0.505 4.848 -0.095
H -0.092 3.169 0.230
H -1.253 4.001 1.272
H -3.544 5.457 -0.306
H -4.224 4.087 0.574
H -4.638 4.342 -1.132
H -4.464 2.517 -2.510
H -5.909 1.063 -3.829
H -5.732 -1.415 -3.644
H -4.053 -2.379 -2.076
H -3.296 -2.900 0.968
H -2.661 -5.310 0.766
H -1.016 -5.999 -0.955
H -0.014 -4.301 -2.453
H -0.641 -1.899 -2.212
C 2.741 0.697 -6.534
C 1.688 0.682 -5.427
C 0.861 -0.600 -5.517
C 0.780 1.904 -5.553
O 2.415 0.754 -4.209
Si 1.966 0.255 -2.670
S 0.092 0.868 -2.156
O 2.110 -1.402 -2.656
C 3.269 -2.222 -2.585
C 2.814 -3.620 -2.998
C 4.354 -1.740 -3.549
C 3.791 -2.263 -1.151
O 3.263 0.764 -1.779
C 3.735 2.035 -1.353
C 2.650 2.827 -0.632
C 4.249 2.814 -2.564
C 4.879 1.734 -0.389
H 2.272 0.684 -7.522
H 3.396 -0.172 -6.441
H 3.353 1.598 -6.445
H 0.377 -0.668 -6.496
H 0.090 -0.608 -4.744
H 1.500 -1.474 -5.375
H 0.247 1.896 -6.508
H 1.381 2.815 -5.493
H 0.059 1.912 -4.736
H 2.371 -3.593 -3.996
H 2.065 -3.981 -2.292
H 3.655 -4.319 -3.001
H 3.961 -1.702 -4.568
H 5.207 -2.425 -3.526
H 4.692 -0.741 -3.275
H 2.994 -2.597 -0.485
H 4.100 -1.272 -0.825
H 4.638 -2.953 -1.075
H 1.817 3.050 -1.297
H 3.067 3.765 -0.251
H 2.265 2.249 0.209
H 3.444 2.966 -3.284
H 5.045 2.253 -3.060
H 4.642 3.786 -2.254
H 4.503 1.141 0.446
H 5.315 2.660 -0.006
H 5.659 1.165 -0.904
O -2.535 -1.923 2.886
N -2.547 -1.207 3.956
C -3.649 -0.486 4.275
C -3.701 0.260 5.430
C -2.611 0.299 6.284
C -1.480 -0.416 5.928
C -1.467 -1.160 4.769
H -4.433 -0.540 3.538
H -4.588 0.845 5.621
H -2.621 0.922 7.167
H -0.575 -0.377 6.518
H -0.623 -1.729 4.422
```

Its frontier orbital gap (alpha / beta) is 3.69 / 5.88 eV. As for the HOMO energy (alpha / beta): 0.31 / -1.88 eV. The net charge is -2. The spin multiplicity is 2.

(b)
# C48H63MgN4O7S2Si2

C48H63MgN4O7S2Si2 as an isolated structure (ωB97M-V/def2-TZVPD, OMol25).

```
127
C48H63MgN4O7S2Si2 ωB97M-V/def2-TZVPD
Mg -1.091 0.223 -0.987
C -7.593 -1.827 2.791
C -6.132 -1.843 2.429
C -5.157 -1.985 3.406
C -3.807 -1.943 3.083
C -3.439 -1.747 1.766
C -4.395 -1.629 0.762
C -5.734 -1.678 1.101
S -1.732 -1.689 1.314
O -1.630 -2.250 -0.029
O -1.021 -2.362 2.370
N -1.288 -0.180 1.023
C -0.893 2.098 1.386
C -0.528 3.147 2.148
C -0.027 4.399 1.709
C 0.326 4.778 0.422
C 0.301 4.017 -0.770
C 0.851 4.494 -1.990
C 0.876 3.735 -3.140
C 0.342 2.449 -3.126
N -0.225 1.983 -2.007
C -0.255 2.725 -0.933
H -7.764 -2.278 3.769
H -8.190 -2.369 2.055
H -7.973 -0.803 2.828
H -5.453 -2.115 4.442
H -3.041 -2.036 3.839
H -4.083 -1.492 -0.264
H -6.484 -1.583 0.323
H -0.631 2.978 3.213
H 0.142 5.129 2.492
H 0.740 5.776 0.306
H 1.269 5.495 -1.995
H 1.319 4.127 -4.047
H 0.366 1.784 -3.977
C -4.353 2.003 -3.964
Si -4.072 1.653 -2.134
C -3.480 3.262 -1.394
C -5.778 1.364 -1.359
N -2.967 0.357 -1.929
C -3.140 -0.802 -2.644
C -4.370 -1.329 -3.087
C -4.472 -2.528 -3.780
C -3.346 -3.280 -4.061
C -2.103 -2.805 -3.642
C -2.019 -1.605 -2.983
O -0.785 -1.094 -2.545
C 0.364 -1.685 -3.066
C 0.726 -1.404 -4.369
C 1.894 -1.967 -4.867
C 2.669 -2.791 -4.059
C 2.280 -3.053 -2.753
C 1.113 -2.499 -2.244
H -5.130 2.758 -4.113
H -4.643 1.100 -4.506
H -3.425 2.373 -4.405
H -4.245 4.010 -1.626
H -2.537 3.603 -1.822
H -3.359 3.228 -0.311
H -6.261 2.327 -1.168
H -5.687 0.843 -0.404
H -6.448 0.781 -1.994
H -5.271 -0.778 -2.853
H -5.451 -2.878 -4.090
H -3.416 -4.226 -4.583
H -1.206 -3.378 -3.833
H 0.101 -0.756 -4.969
H 2.202 -1.749 -5.882
H 3.591 -3.211 -4.442
H 2.903 -3.655 -2.104
H 0.798 -2.665 -1.223
C 7.041 -0.238 -0.862
C 5.569 0.021 -1.170
C 5.015 -1.107 -2.035
C 5.398 1.359 -1.886
O 4.916 0.111 0.087
Si 3.362 -0.341 0.519
S 1.950 0.326 -0.762
O 3.337 -2.006 0.625
C 3.597 -2.891 1.697
C 3.624 -4.287 1.078
C 4.950 -2.583 2.335
C 2.475 -2.807 2.730
O 3.327 0.156 2.102
C 3.663 1.425 2.659
C 3.277 2.566 1.727
C 5.165 1.448 2.938
C 2.890 1.531 3.968
H 7.640 -0.229 -1.777
H 7.156 -1.209 -0.377
H 7.418 0.530 -0.185
H 5.616 -1.206 -2.943
H 3.979 -0.909 -2.309
H 5.042 -2.051 -1.488
H 5.900 1.354 -2.858
H 5.817 2.162 -1.275
H 4.335 1.554 -2.031
H 4.408 -4.345 0.320
H 2.664 -4.497 0.604
H 3.812 -5.050 1.838
H 5.730 -2.583 1.570
H 5.194 -3.336 3.089
H 4.936 -1.600 2.806
H 1.519 -3.059 2.271
H 2.400 -1.796 3.124
H 2.663 -3.498 3.557
H 3.883 2.552 0.818
H 3.419 3.526 2.230
H 2.235 2.484 1.424
H 5.714 1.214 2.027
H 5.424 0.707 3.698
H 5.467 2.436 3.297
H 1.819 1.509 3.773
H 3.128 2.465 4.483
H 3.144 0.692 4.620
O -1.075 2.098 0.014
N -1.584 0.898 1.968
C -1.050 0.571 3.303
C -1.805 0.670 4.424
C -3.146 1.083 4.453
C -3.708 1.309 3.188
C -3.034 1.184 2.020
H -0.042 0.200 3.237
H -1.296 0.390 5.341
H -3.712 1.164 5.367
H -4.758 1.567 3.086
H -3.447 1.309 1.031
```

Its frontier orbital gap (alpha / beta) is 4.29 / 5.49 eV. As for the HOMO energy (alpha / beta): -0.10 / -1.30 eV. The net charge is -2. The spin multiplicity is 2.

Of them, the most stable is (a) and the least stable is (b).

(a)
# C3H4LiO3Rb

C3H4LiO3Rb as an isolated structure (ωB97M-V/def2-TZVPD, OMol25).

```
12
C3H4LiO3Rb ωB97M-V/def2-TZVPD
O 0.205 -2.008 -0.147
C 1.362 -1.383 0.062
C -0.767 -1.028 -0.641
O 2.434 -1.904 0.243
O 1.106 -0.088 0.108
C -0.527 0.141 0.290
H -1.756 -1.452 -0.430
H -0.519 -0.716 -1.670
H -1.561 0.382 0.595
Rb 1.653 2.692 1.770
Li -0.518 2.930 -1.513
H -1.113 2.433 1.331
```

Its frontier orbital gap is 4.00 eV. As for the HOMO energy: -5.33 eV.

(b)
# C3H4LiO3Rb

C3H4LiO3Rb as an isolated structure (ωB97M-V/def2-TZVPD, OMol25).

```
12
C3H4LiO3Rb ωB97M-V/def2-TZVPD
H 3.598 -1.631 -0.917
O 3.015 0.170 -0.215
O -1.490 2.166 -0.236
C 2.827 -1.018 -0.417
C -2.158 1.115 -0.334
H 2.113 -1.589 0.207
Rb 1.333 2.954 0.680
Li -3.738 -0.438 -0.518
O -2.289 -1.293 0.150
C -1.493 -0.185 0.317
H -1.255 0.151 1.364
H -0.463 -0.401 -0.081
```

Its frontier orbital gap is 4.10 eV. As for the HOMO energy: -4.98 eV.

Of them, the most stable is (b) and the least stable is (a).

(a)
# C4H8Si

A 2-piece molecular cluster, C4H8Si overall (ωB97M-V/def2-TZVPD, OMol25).

```
13
C4H8Si ωB97M-V/def2-TZVPD
C 1.985 0.054 -0.824
C 1.565 1.241 -1.805
C -1.925 -0.280 2.007
C -2.391 -1.226 1.171
Si 0.814 1.340 -0.076
H 1.571 -0.927 -1.213
H 3.068 0.100 -0.686
H 2.422 1.871 -2.013
H 1.243 0.958 -2.847
H -1.705 0.783 1.891
H -1.297 -0.736 2.722
H -2.301 -2.290 1.283
H -3.049 -0.889 0.390
```

Its frontier orbital gap is 8.06 eV. As for the HOMO energy: -8.60 eV.

(b)
# C4H8Si

A 2-piece molecular cluster, C4H8Si overall (ωB97M-V/def2-TZVPD, OMol25).

```
13
C4H8Si ωB97M-V/def2-TZVPD
C 1.227 2.075 1.464
C 0.829 0.951 1.601
C -1.562 -0.399 -1.246
C 0.499 -0.397 1.493
Si 0.287 -0.735 -1.048
H 1.690 3.075 1.633
H -2.269 -1.311 -1.444
H -1.927 0.201 -0.361
H -1.712 0.188 -2.097
H -0.395 -0.717 1.851
H 1.417 -1.006 1.573
H 1.007 0.173 -2.084
H 0.910 -2.099 -1.336
```

Its frontier orbital gap is 8.28 eV. As for the HOMO energy: -8.12 eV.

Of them, the most stable is (a) and the least stable is (b).

(a)
# C4H9NO3S

One molecule with the formula C4H9NO3S (ωB97M-V/def2-TZVPD, OMol25).

```
18
C4H9NO3S ωB97M-V/def2-TZVPD
C 1.488 0.648 0.600
C -0.454 -0.648 0.430
C 1.109 1.231 -0.750
C -0.920 0.144 -0.744
N 1.017 -0.808 0.662
O -3.097 -1.365 -0.980
O -2.757 -0.226 1.204
O -0.220 1.358 -0.947
S -2.923 -0.055 -0.274
H 2.642 0.662 0.752
H 0.896 1.187 1.300
H -0.940 -0.132 1.337
H -0.977 -1.721 0.242
H 1.674 2.106 -1.192
H 1.644 0.526 -1.465
H -0.878 -0.522 -1.715
H 1.483 -1.309 -0.082
H 1.213 -1.075 1.623
```

Its frontier orbital gap is 7.13 eV. As for the HOMO energy: -7.48 eV.

(b)
# C4H9NO3S

A 2-piece molecular cluster, C4H9NO3S overall (ωB97M-V/def2-TZVPD, OMol25).

```
18
C4H9NO3S ωB97M-V/def2-TZVPD
C -1.941 2.342 0.506
C -1.152 1.424 -0.087
C -0.622 -2.250 -0.062
C -0.994 0.052 0.349
N -0.598 -0.838 -0.464
O 2.959 1.273 -0.026
O 2.176 -0.778 0.947
O 1.975 -0.340 -1.619
S 1.716 0.258 0.045
H -2.053 3.284 0.052
H -2.653 2.006 1.251
H -0.509 1.649 -0.905
H -0.676 -2.341 1.122
H -1.448 -2.814 -0.464
H 0.284 -2.579 -0.332
H -1.443 -0.243 1.365
H 3.777 0.827 0.256
H 1.204 -0.934 -1.934
```

Its frontier orbital gap is 10.09 eV. As for the HOMO energy: -9.95 eV.

Of them, the most stable is (b) and the least stable is (a).

(a)
# C4H17N2O2

A 4-piece molecular cluster, C4H17N2O2 overall (ωB97M-V/def2-TZVPD, OMol25).

```
25
C4H17N2O2 ωB97M-V/def2-TZVPD
C 1.785 0.347 -0.184
N 0.841 1.081 -1.078
C 1.476 -1.060 0.279
N -1.100 0.524 0.914
C 1.145 -1.770 2.703
C 2.145 -1.435 1.523
H 1.678 0.970 0.718
H 2.813 0.352 -0.561
H 0.127 0.399 -1.357
H 1.286 1.396 -1.946
H 1.423 -1.865 -0.459
H -0.142 0.209 0.788
H -1.295 0.811 1.875
H -1.675 -0.226 0.514
H 0.851 -0.887 3.275
H 1.587 -2.542 3.324
H 0.200 -2.074 2.232
H 2.771 -0.606 1.839
H 2.809 -2.308 1.418
H -2.111 2.059 -1.099
H -2.402 3.221 -2.092
O -2.343 2.255 -1.996
H -2.933 -1.328 -1.549
H -3.134 0.035 -2.188
O -2.518 -0.467 -1.656
```

Its frontier orbital gap (alpha / beta) is 5.92 / 4.38 eV. As for the HOMO energy (alpha / beta): -17.77 / -17.55 eV. The net charge is +2. The spin multiplicity is 2.

(b)
# C4H17N2O2

A 3-piece molecular cluster, C4H17N2O2 overall (ωB97M-V/def2-TZVPD, OMol25).

```
25
C4H17N2O2 ωB97M-V/def2-TZVPD
N 1.361 0.373 -1.441
C 0.146 -0.416 -1.878
C -0.721 -1.068 -0.716
N -0.174 -0.690 0.585
C -1.106 0.067 1.432
C -0.315 0.874 2.457
H 1.289 1.388 -1.619
H 2.245 0.001 -1.790
H 1.265 0.222 -0.401
H -0.468 0.213 -2.527
H 0.561 -1.226 -2.480
H -0.704 -2.148 -0.917
H -1.783 -0.820 -0.808
H 0.025 -1.573 1.142
H -1.802 -0.611 1.919
H -1.655 0.774 0.813
H 0.135 1.829 2.139
H -1.029 1.215 3.233
H 0.393 0.241 3.003
H -0.072 3.284 -3.639
H 0.805 4.301 -2.838
O 0.565 3.375 -2.920
H 0.427 -3.807 1.888
H 0.383 -2.883 3.156
O 0.229 -2.918 2.205
```

Its frontier orbital gap (alpha / beta) is 11.15 / 5.48 eV. As for the HOMO energy (alpha / beta): -17.90 / -17.90 eV. The net charge is +2. The spin multiplicity is 2.

Of them, the most stable is (b) and the least stable is (a).

(a)
# C4H6IO3

A 2-piece molecular cluster, C4H6IO3 overall (ωB97M-V/def2-TZVPD, OMol25).

```
14
C4H6IO3 ωB97M-V/def2-TZVPD
I -26.803 -8.430 4.782
C -27.038 -8.103 10.187
C -28.021 -7.148 9.538
C -27.888 -6.958 8.001
O -29.218 -7.087 7.536
C -30.055 -7.466 8.483
O -31.224 -7.678 8.358
O -29.419 -7.547 9.678
H -26.080 -7.814 9.750
H -27.215 -9.078 9.707
H -27.162 -8.264 11.250
H -28.084 -6.223 10.129
H -27.125 -7.634 7.613
H -27.598 -5.934 7.761
```

Its frontier orbital gap is 6.72 eV. As for the HOMO energy: -3.57 eV. The net charge is -1.

(b)
# C4H6IO3

C4H6IO3 as an isolated structure (ωB97M-V/def2-TZVPD, OMol25).

```
14
C4H6IO3 ωB97M-V/def2-TZVPD
C -2.358 -1.761 -0.402
C 1.155 -0.129 -1.096
C 1.267 0.783 0.119
C 0.193 0.226 1.069
O -3.401 -1.667 0.090
O -1.397 -2.013 -0.981
O 0.375 0.965 2.242
I -1.971 1.202 -0.277
H 1.807 -1.026 -1.050
H 1.296 0.330 -2.117
H 0.191 -0.562 -0.989
H 0.990 1.756 -0.216
H 2.208 0.766 0.711
H -0.356 1.129 2.898
```

Its frontier orbital gap is 6.52 eV. As for the HOMO energy: -3.00 eV. The net charge is -1.

Of them, the most stable is (a) and the least stable is (b).